C4H36NO14S | wB97M-V/def2-TZVPD

Each line ends with the natural charge from an NBO analysis.
Element x y z (Å)
C -0.790 -0.986 0.610  -0.18
O -1.929 -1.605 -0.055  -0.73
C -0.357 -1.779 1.841  -0.09
C 0.268 -0.811 2.902  -0.43
C 1.578 -1.336 3.440  -0.48
S 2.968 -0.816 2.333  -0.08
N -1.377 -2.535 2.535  -0.84
H -0.010 -0.716 -0.110  0.18
H -1.125 0.029 0.875  0.25
H 0.448 -2.423 1.479  0.17
H 0.212 0.248 2.669  0.26
H -0.455 -0.935 3.718  0.21
H 1.491 -2.404 3.590  0.22
H 1.901 -0.818 4.339  0.21
H 2.979 -1.928 1.577  0.11
H -2.175 -1.957 2.785  0.40
H -1.810 -3.174 1.880  0.33
H -1.224 2.073 3.241  0.48
H 0.167 2.046 2.554  0.49
O -0.341 1.660 3.273  -0.95
H -1.310 -4.068 -1.363  0.47
H -0.943 -2.650 -0.951  0.49
O -0.555 -3.503 -1.277  -0.99
H -1.622 1.825 0.698  0.54
H -2.675 0.727 0.028  0.48
O -2.288 1.124 0.795  -0.98
H 2.148 2.793 -0.320  0.50
H 1.979 3.775 -1.700  0.49
O 2.525 3.390 -1.013  -1.03
H 1.020 -1.020 -3.619  0.50
H 0.230 0.114 -4.246  0.50
O 0.186 -0.857 -4.083  -1.03
H 2.083 0.138 -1.074  0.47
H 2.731 1.478 -1.162  0.50
O 2.473 0.735 -1.724  -0.97
H -1.411 -0.062 -2.946  0.49
H -1.914 -1.098 -0.895  0.54
O -1.936 -0.796 -2.612  -0.98
H 1.642 -2.576 -1.458  0.47
H 0.831 -3.046 -2.595  0.49
O 1.730 -2.769 -2.387  -0.96
H 0.003 2.348 -3.473  0.52
H 1.231 1.221 -3.223  0.51
O 0.640 1.687 -3.808  -1.03
H -0.011 4.157 0.554  0.46
H -0.068 3.491 -1.351  0.52
O -0.254 3.264 0.261  -1.19
H -2.723 -0.703 1.469  0.45
H -2.407 -1.946 0.724  0.44
O -2.997 -1.629 1.430  -1.03
H 2.241 2.803 1.465  0.46
H 0.625 2.491 0.948  0.49
O 1.666 2.082 1.162  -1.07
H -1.317 3.085 -2.162  0.47
H -1.526 -1.359 -3.295  0.52
O -0.444 3.518 -2.274  -1.01

The value obtained for the relative energy (zero: lowest compared OMol25 entry of this formula, charge and spin) is 252.33 kcal/mol. As for the gap between HOMO and LUMO: 7.542 eV. As for the HOMO energy: -4.99 eV. The net charge is -1. For the lowest unoccupied orbital energy, the calculation gives 2.5 eV.



C3H2Br2Cl2 | wB97M-V/def2-TZVPD

Each line ends with the natural charge from an NBO analysis.
Element x y z (Å)
C 0.431 -0.202 0.571  -0.33
C -0.300 0.286 -0.705  -0.25
C 2.138 -0.126 0.549  -0.23
Cl 0.073 -1.892 0.925  -0.02
Cl -0.836 1.782 -0.683  0.15
Br 2.672 1.720 0.373  0.07
Br 2.955 -1.272 -0.595  0.17
H 0.119 0.296 1.528  0.25
H -0.037 -0.211 -1.591  0.20

The value obtained for the relative energy (zero: lowest compared OMol25 entry of this formula, charge and spin) is 58.24 kcal/mol. As for the gap between HOMO and LUMO (alpha / beta): 8.250 / 7.390 eV. As for the HOMO energy (alpha / beta): -8.88 / -8.59 eV. The net charge is 0. For the lowest unoccupied orbital energy (alpha / beta), the calculation gives -0.6 / -1.2 eV.



C25H45FN3O2S3Si | wB97M-V/def2-TZVPD

Each line ends with the Löwdin charge.
Element x y z (Å)
C 1.455 -0.614 -2.673  -0.09
C 0.553 -0.676 -1.404  -0.17
C -0.933 -0.270 -1.731  -0.25
F -0.986 -0.050 -3.113  -0.04
C -1.877 -1.395 -1.297  -0.06
C -2.538 -1.449 -0.093  -0.12
C -2.233 -0.310 0.886  -0.13
C -1.518 -0.822 2.192  -0.25
C 0.012 -0.501 2.161  -0.57
S 0.887 -1.378 3.498  0.69
C -3.489 -2.529 0.278  -0.11
Si -4.460 -2.529 1.956  0.61
C -4.588 -0.879 2.870  -0.18
C -6.266 -3.105 1.790  -0.18
C -3.492 -3.714 3.104  -0.18
C -3.685 -3.578 -0.606  -0.20
S -4.740 -5.003 -0.310  0.65
C -4.312 -6.412 -1.367  -0.14
O -4.619 -5.527 1.028  -0.33
O -6.092 -4.658 -0.671  -0.31
C -2.995 -3.535 -1.868  -0.29
N -3.059 -4.388 -2.873  -0.27
S -2.094 -3.985 -4.079  1.07
N -1.501 -2.623 -3.416  -0.21
C -2.065 -2.463 -2.241  -0.29
H 2.469 -0.898 -2.332  0.07
H 1.153 -1.382 -3.396  0.07
H 1.481 0.386 -3.125  0.06
H 0.989 -0.126 -0.562  0.07
H 0.526 -1.746 -1.136  0.12
H -1.206 0.708 -1.311  0.14
H -3.146 0.251 1.132  0.10
H -1.545 0.433 0.468  0.09
H -1.907 -0.286 3.068  0.09
H -1.618 -1.911 2.296  0.08
H 0.387 -0.751 1.165  0.03
H 0.086 0.580 2.363  0.07
H 0.505 -2.681 3.441  -0.13
H -3.751 -0.617 3.524  0.02
H -5.473 -0.960 3.528  0.04
H -4.848 -0.077 2.158  0.04
H -6.903 -2.514 2.472  0.04
H -6.604 -2.860 0.774  0.03
H -6.393 -4.159 2.050  0.03
H -2.862 -3.047 3.731  0.02
H -2.788 -4.353 2.555  0.03
H -4.150 -4.257 3.793  0.04
H -4.804 -7.310 -0.982  0.08
H -3.215 -6.526 -1.316  0.07
H -4.533 -6.195 -2.417  0.05
C 3.627 1.477 1.514  -0.09
C 2.782 2.732 1.316  -0.24
C 2.352 2.990 -0.137  -0.16
C 3.457 3.088 -1.183  -0.10
N 4.044 4.470 -1.409  -0.27
C 4.478 5.199 -0.162  -0.09
C 5.761 4.507 0.242  -0.13
C 6.454 4.219 -1.094  -0.12
C 5.360 4.309 -2.167  -0.08
C 3.097 5.314 -2.204  0.03
H 4.534 1.480 0.905  0.06
H 3.944 1.405 2.554  0.09
H 3.056 0.578 1.273  0.07
H 3.316 3.588 1.734  0.09
H 1.877 2.631 1.919  0.11
H 1.707 3.872 -0.170  0.11
H 1.717 2.149 -0.431  0.11
H 3.059 2.791 -2.154  0.13
H 4.283 2.412 -0.963  0.13
H 4.678 6.233 -0.449  0.14
H 3.680 5.198 0.574  0.12
H 5.556 3.576 0.772  0.10
H 6.369 5.123 0.902  0.13
H 6.929 3.239 -1.086  0.12
H 7.234 4.949 -1.299  0.12
H 5.300 3.432 -2.807  0.14
H 5.496 5.197 -2.780  0.13
H 2.181 5.445 -1.635  0.11
H 2.896 4.812 -3.148  0.12
H 3.561 6.280 -2.388  0.11

As for the gap between HOMO and LUMO: 8.184 eV. As for the HOMO energy: -10.88 eV. The net charge is +1. For the lowest unoccupied orbital energy, the calculation gives -2.7 eV.



C18H28CsN4NbO4S | wB97M-V/def2-TZVPD

Each line ends with the Löwdin charge.
Element x y z (Å)
N -1.981 -0.195 -0.152  -0.06
C -2.980 -0.944 -0.158  -0.34
O -3.921 -1.648 -0.159  0.23
Cs -0.920 3.513 0.788  1.46
Nb 0.002 0.049 0.054  1.89
N 0.114 1.946 -0.766  -0.65
N 0.592 -1.350 -1.254  -0.21
C -0.387 2.437 -2.105  -0.68
C 0.052 -2.383 -2.152  -0.64
C -0.051 3.936 -2.276  -0.08
C 0.280 1.664 -3.251  -0.03
C -1.905 2.252 -2.172  -0.07
C -0.489 -3.538 -1.305  -0.02
C 1.138 -2.924 -3.085  -0.03
C -1.082 -1.818 -3.001  -0.03
H -0.724 4.609 -1.717  0.04
H -0.195 4.200 -3.333  0.11
H 0.993 4.165 -2.018  0.09
H 1.351 1.896 -3.323  0.09
H -0.189 1.954 -4.206  0.11
H 0.169 0.577 -3.132  0.05
H -2.210 1.213 -1.995  0.05
H -2.247 2.536 -3.179  0.11
H -2.460 2.891 -1.463  0.05
H 0.307 -3.972 -0.689  0.09
H -0.886 -4.318 -1.970  0.11
H -1.297 -3.200 -0.645  0.08
H 1.899 -3.494 -2.540  0.09
H 1.622 -2.112 -3.639  0.10
H 0.674 -3.605 -3.810  0.11
H -1.473 -2.633 -3.628  0.11
H -0.720 -1.029 -3.671  0.08
H -1.908 -1.436 -2.395  0.06
C 1.584 2.062 -0.576  -0.18
H 2.000 1.120 -0.134  0.05
H 2.114 2.223 -1.531  0.10
H 1.853 2.881 0.119  0.08
C 1.941 -1.641 -0.712  -0.11
H 2.152 -1.053 0.206  0.07
H 2.040 -2.706 -0.441  0.11
H 2.725 -1.392 -1.445  0.11
O 0.139 2.837 3.298  -0.47
S 1.033 1.682 3.280  0.72
O 2.444 1.883 3.068  -0.24
N 0.464 0.617 2.041  -0.22
C 0.043 -0.579 2.523  -0.45
O -0.304 -1.438 1.617  -0.10
C 0.033 -0.647 3.948  -0.13
C -0.544 -1.639 4.761  0.05
C -0.592 -1.419 6.133  0.00
C -0.085 -0.230 6.690  0.01
C 0.483 0.759 5.876  0.01
C 0.547 0.525 4.506  -0.20
H -0.934 -2.536 4.283  0.14
H -1.032 -2.170 6.790  0.13
H -0.141 -0.071 7.767  0.13
H 0.872 1.693 6.279  0.14

As for the gap between HOMO and LUMO: 7.285 eV. As for the HOMO energy: -15.15 eV. The net charge is +2. For the lowest unoccupied orbital energy, the calculation gives -7.9 eV.



Calculated DFT total energy (Eh), listed in the same order as above: -1680.080777, -6183.782675, -2877.988581, -1697.474432